No. 1
Density functional theory data (the ωB97M-V functional and the def2-TZVPD basis) for 2 unconnected molecules or ions with the total composition C30H31O2Si.

The geometry in ORCA input format:
```
! wB97M-V def2-TZVPD RIJCOSX def2/J DEFGRID3
* xyz 1 1
C 0.79 -4.56 -0.04
O 1.45 -3.40 -0.59
C 1.65 -2.35 0.15
C 2.82 -1.55 -0.05
C 3.10 -0.50 0.86
C 4.17 0.36 0.62
C 4.98 0.21 -0.52
C 6.08 1.20 -0.76
C 4.76 -0.90 -1.36
C 3.72 -1.78 -1.14
H 0.96 -5.35 -0.77
H 1.21 -4.85 0.94
H -0.29 -4.38 0.07
H 0.96 -2.14 0.98
H 2.44 -0.39 1.71
H 4.37 1.18 1.30
H 6.62 0.99 -1.69
H 5.70 2.23 -0.82
H 6.82 1.19 0.05
H 5.43 -1.04 -2.22
H 3.54 -2.62 -1.81
C -2.67 -3.04 1.01
C -2.23 -2.15 -0.10
C -2.61 -2.29 -1.39
O -1.31 -1.20 0.21
Si -1.45 0.48 0.08
C -3.21 1.08 0.19
C -3.79 1.19 1.47
C -5.15 1.48 1.60
C -5.94 1.72 0.47
C -5.35 1.69 -0.80
C -3.98 1.39 -0.94
C -0.44 0.91 1.58
C 0.25 2.13 1.60
C 0.99 2.50 2.73
C 1.06 1.64 3.84
C 0.42 0.40 3.79
C -0.32 0.03 2.66
C -0.67 1.16 -1.46
C -1.07 2.42 -1.92
C -0.45 3.01 -3.04
C 0.57 2.33 -3.70
C 0.99 1.08 -3.24
C 0.37 0.49 -2.13
H -3.60 -3.54 0.70
H -1.91 -3.83 1.18
H -2.85 -2.49 1.95
H -2.24 -1.62 -2.17
H -3.35 -3.07 -1.61
H -3.17 1.06 2.36
H -5.59 1.52 2.60
H -7.01 1.93 0.58
H -5.94 1.91 -1.69
H -3.53 1.41 -1.93
H 0.20 2.80 0.74
H 1.49 3.47 2.74
H 1.62 1.94 4.73
H 0.48 -0.30 4.63
H -0.79 -0.95 2.63
H -1.87 2.96 -1.41
H -0.78 4.00 -3.36
H 1.05 2.78 -4.58
H 1.80 0.54 -3.74
H 0.69 -0.49 -1.78
*
```

Values from the calculation:
Energy above the lowest of the compared OMol25 structures with the same formula, charge and spin in eV: 0.000
Highest occupied orbital energy in eV: -11.27
LUMO level in eV: -5.00
Gap between HOMO and LUMO in Ha: 0.231

No. 2
Density functional theory data (the ωB97M-V functional and the def2-TZVPD basis) for a molecular structure, C30H32AsN4O2PtS.

The geometry in ORCA input format:
```
! wB97M-V def2-TZVPD RIJCOSX def2/J DEFGRID3
* xyz 0 2
Pt 1.29 1.92 -0.33
O -0.62 0.26 -0.65
S -1.31 -0.03 -1.93
C -3.14 -0.07 -1.51
C -3.41 -0.78 -0.24
C -3.17 -0.15 0.97
C -3.38 -0.81 2.16
C -3.80 -2.13 2.16
C -4.05 -2.78 0.96
C -3.87 -2.10 -0.23
C -1.16 -1.88 -2.17
C 0.20 -2.35 -1.81
C 0.37 -3.12 -0.66
C 1.61 -3.64 -0.34
C 2.69 -3.37 -1.16
C 2.54 -2.57 -2.28
C 1.30 -2.06 -2.60
H -3.61 -0.53 -2.38
H -3.41 0.98 -1.45
H -2.81 0.87 0.97
H -3.22 -0.30 3.10
H -3.97 -2.65 3.09
H -4.40 -3.80 0.95
H -4.10 -2.60 -1.17
H -1.38 -2.02 -3.23
H -1.92 -2.38 -1.57
H -0.49 -3.33 -0.03
H 1.72 -4.26 0.54
H 3.66 -3.78 -0.91
H 3.39 -2.36 -2.91
H 1.17 -1.45 -3.49
N 3.14 1.71 -1.06
C 4.09 2.23 -1.53
N 5.18 2.69 -1.88
C 5.82 3.05 -2.93
N 6.47 3.40 -3.81
C 1.67 2.37 3.72
As 0.61 2.04 2.09
C -0.98 3.07 2.57
C 0.05 0.18 2.43
C 1.23 -0.74 2.49
C 1.40 -1.58 3.58
C 2.47 -2.46 3.63
C 3.39 -2.49 2.60
C 3.23 -1.65 1.52
C 2.15 -0.79 1.46
H 1.02 2.22 4.59
H 2.05 3.39 3.73
H 2.51 1.68 3.77
H -1.48 2.63 3.44
H -1.65 3.12 1.72
H -0.68 4.09 2.81
H -0.59 -0.10 1.60
H -0.52 0.13 3.36
H 0.69 -1.56 4.39
H 2.57 -3.13 4.48
H 4.23 -3.18 2.64
H 3.94 -1.66 0.70
H 2.00 -0.17 0.57
O -0.43 3.23 -0.41
N -0.92 3.29 -1.67
C -0.05 2.93 -2.70
C -0.53 2.56 -3.92
C -1.91 2.55 -4.18
C -2.77 2.91 -3.11
C -2.28 3.22 -1.89
H 1.00 3.07 -2.48
H 0.17 2.30 -4.70
H -2.29 2.32 -5.15
H -3.84 2.92 -3.28
H -2.89 3.47 -1.03
*
```

Values from the calculation:
Highest occupied orbital energy (spin up / spin down) in eV: -6.90 / -6.97
LUMO level (spin up / spin down) in eV: -1.10 / -1.09
Gap between HOMO and LUMO (spin up / spin down) in Ha: 0.213 / 0.216

No. 3
Density functional theory data (the ωB97M-V functional and the def2-TZVPD basis) for a molecular structure, C30H32BF4MoNO2Sb2.

The geometry in ORCA input format:
```
! wB97M-V def2-TZVPD RIJCOSX def2/J DEFGRID3
* xyz 2 3
Mo 0.40 1.60 0.01
N 3.40 1.03 -1.79
C 4.12 2.30 -1.95
C 3.17 3.41 -2.39
C 2.10 3.61 -1.36
O 1.79 4.67 -0.87
O 1.45 2.53 -0.94
H 4.06 0.34 -1.46
H 3.07 0.73 -2.71
H 4.94 2.23 -2.68
H 4.57 2.56 -0.99
H 2.70 3.15 -3.34
H 3.71 4.36 -2.52
C 1.90 1.34 1.58
C 1.90 -0.01 2.27
C 2.27 -1.14 1.32
Sb 0.56 -1.55 0.02
C -0.38 -3.25 1.04
C -1.72 -3.58 0.87
C -2.23 -4.70 1.51
C -1.41 -5.50 2.29
C -0.07 -5.18 2.42
C 0.45 -4.05 1.81
C 1.32 -2.73 -1.62
C 0.52 -3.75 -2.11
C 1.00 -4.59 -3.10
C 2.27 -4.39 -3.62
C 3.06 -3.35 -3.15
C 2.58 -2.51 -2.15
Sb -0.78 4.42 0.58
C -1.58 3.10 -1.01
C -2.72 2.31 -0.81
C -3.18 1.48 -1.82
C -2.48 1.37 -3.02
C -1.37 2.17 -3.24
C -0.94 3.06 -2.26
C -2.11 3.57 2.07
C -3.48 3.81 2.02
C -4.31 3.22 2.95
C -3.78 2.39 3.93
C -2.42 2.17 3.99
C -1.58 2.76 3.06
H 2.91 1.51 1.17
H 1.74 2.12 2.33
H 0.93 -0.20 2.75
H 2.64 0.01 3.08
H 2.56 -2.04 1.86
H 3.10 -0.84 0.68
H -2.37 -2.98 0.26
H -3.28 -4.94 1.40
H -1.82 -6.36 2.78
H 0.58 -5.80 3.02
H 1.50 -3.83 1.92
H -0.47 -3.91 -1.70
H 0.39 -5.40 -3.46
H 2.64 -5.04 -4.39
H 4.05 -3.20 -3.55
H 3.20 -1.71 -1.78
H -3.28 2.39 0.11
H -4.09 0.93 -1.67
H -2.84 0.72 -3.79
H -0.87 2.13 -4.20
H -0.18 3.79 -2.50
H -3.89 4.47 1.26
H -5.38 3.39 2.90
H -4.44 1.93 4.66
H -2.01 1.53 4.75
H -0.50 2.60 3.13
F -2.41 -0.70 0.03
B -2.68 -0.40 1.29
F -1.99 -0.99 2.22
F -3.64 0.42 1.56
F -0.85 0.96 1.00
*
```

Values from the calculation:
Energy above the lowest of the compared OMol25 structures with the same formula, charge and spin in eV: 5.348
Highest occupied orbital energy (spin up / spin down) in eV: -13.76 / -14.10
LUMO level (spin up / spin down) in eV: -7.69 / -9.05
Gap between HOMO and LUMO (spin up / spin down) in Ha: 0.223 / 0.186